a) Entry from the OMol25 dataset: 3 unconnected molecules or ions with the total composition C3H7O2 (ωB97M-V/def2-TZVPD).

As for the LUMO energy: 3.88 eV. The total charge is -1. Its HOMO-LUMO gap is 6.25 eV. The spin multiplicity is 1.

Geometry (Å):
1 C -1.395 0.085 -0.841
2 O -2.187 0.967 -1.031
3 H -0.326 0.363 -0.832
4 H -1.611 -0.905 -0.541
5 H -3.106 -2.234 -6.673
6 C 1.486 -0.858 2.184
7 C 1.285 0.185 1.278
8 O 1.672 0.204 0.044
9 H 1.427 -0.814 3.310
10 H 1.750 -1.845 1.638
11 H 0.802 1.146 1.705
12 H -3.071 -1.559 -6.440

b) Entry from the OMol25 dataset: 3 unconnected molecules or ions with the total composition C3H7O2 (ωB97M-V/def2-TZVPD).

As for the LUMO energy: 4.05 eV. The total charge is -1. Its HOMO-LUMO gap is 6.38 eV. The spin multiplicity is 1.

Geometry (Å):
1 C 0.152 3.104 2.266
2 O -0.278 4.244 2.280
3 H 1.210 2.807 2.197
4 H -0.614 2.339 2.093
5 H 1.106 -4.441 -4.940
6 C -0.614 -0.697 -0.476
7 C -0.382 -0.648 0.885
8 O 0.203 0.259 1.581
9 H -0.873 -1.684 -0.853
10 H -0.542 0.149 -1.137
11 H -0.755 -1.429 1.570
12 H 1.387 -4.002 -5.467

c) Entry from the OMol25 dataset: 3 unconnected molecules or ions with the total composition C3H7O2 (ωB97M-V/def2-TZVPD).

As for the LUMO energy: 4.18 eV. The total charge is -1. Its HOMO-LUMO gap is 6.74 eV. The spin multiplicity is 1.

Geometry (Å):
1 C 1.553 1.270 0.719
2 O 2.690 1.781 0.832
3 H 1.279 0.516 0.006
4 H 0.604 1.546 1.290
5 H -2.163 1.517 -1.799
6 C -0.340 -1.527 -0.676
7 C -0.367 -1.358 0.714
8 O -0.654 -0.248 1.351
9 H -0.472 -2.566 -1.020
10 H -0.025 -0.684 -1.357
11 H -0.256 -2.319 1.380
12 H -1.847 2.072 -1.439

d) Entry from the OMol25 dataset: 3 unconnected molecules or ions with the total composition C3H7O2 (ωB97M-V/def2-TZVPD).

As for the LUMO energy: 4.04 eV. The total charge is -1. Its HOMO-LUMO gap is 6.58 eV. The spin multiplicity is 1.

Geometry (Å):
1 C -0.705 0.598 -1.044
2 O -1.352 1.158 -1.905
3 H 0.124 -0.054 -1.326
4 H -0.959 0.606 0.018
5 H 4.152 5.185 -0.077
6 C -1.529 -1.885 0.771
7 C -0.243 -2.223 0.439
8 O 0.390 -2.387 -0.630
9 H -1.739 -1.796 1.828
10 H -2.306 -1.824 0.008
11 H 0.386 -2.324 1.365
12 H 3.782 4.947 0.553

What is the least stable structure shown above? It is c).